(1)
A molecular structure, C27H47IN7SbV, computed with the ωB97M-V functional and the def2-TZVPD basis.

```
! wB97M-V def2-TZVPD RIJCOSX def2/J DEFGRID3
* xyz 2 4
V -1.361 0.620 0.057
C -2.910 -2.981 -1.851
C -2.246 -1.711 -1.432
N -2.342 -1.168 -0.267
C -3.178 -1.676 0.813
C -2.623 -1.186 2.159
N -2.047 0.191 2.139
C -2.948 1.278 2.573
C -3.903 1.665 1.461
N -3.173 1.963 0.205
C -2.776 3.395 0.010
C -1.249 3.592 0.009
N -0.740 2.468 -0.758
C -0.379 2.514 -1.989
C -0.070 3.753 -2.763
C -0.431 1.185 -2.665
C -0.054 0.882 -3.960
C -0.374 -0.377 -4.462
C -1.086 -1.283 -3.687
C -1.423 -0.926 -2.388
N -1.061 0.272 -1.904
H -3.858 -3.121 -1.337
H -2.264 -3.829 -1.609
H -3.103 -2.998 -2.922
H -3.228 -2.767 0.837
H -4.198 -1.316 0.652
H -1.812 -1.854 2.448
H -3.396 -1.270 2.927
H -1.263 0.176 2.782
H -2.320 2.132 2.837
H -3.517 1.001 3.466
H -4.515 2.513 1.778
H -4.586 0.840 1.257
H -3.806 1.735 -0.553
H -3.245 4.034 0.759
H -3.150 3.709 -0.965
H -0.840 3.526 1.019
H -1.013 4.578 -0.395
H 0.309 4.540 -2.116
H -0.966 4.123 -3.268
H 0.675 3.555 -3.531
H 0.458 1.603 -4.580
H -0.093 -0.639 -5.473
H -1.374 -2.241 -4.094
I -0.407 -6.968 0.679
C 0.194 -5.221 -0.230
C 0.929 -5.074 -1.383
N 1.057 -3.745 -1.579
N 0.455 -3.012 -0.631
C -0.069 -3.908 0.193
H 1.361 -5.801 -2.049
H 1.573 -3.283 -2.309
H -0.609 -3.595 1.073
C 4.181 0.787 -0.570
C 2.720 0.493 -0.900
C 2.599 -0.725 -1.815
Sb 1.389 0.247 0.788
C 2.110 -1.481 1.874
C 3.609 -1.555 2.140
C 1.293 -1.620 3.158
C 1.866 1.986 2.009
C 3.032 1.837 2.982
C 2.061 3.212 1.113
H 4.705 1.102 -1.476
H 4.691 -0.099 -0.197
H 4.302 1.576 0.170
H 2.296 1.363 -1.413
H 3.004 -1.611 -1.319
H 3.178 -0.568 -2.730
H 1.562 -0.934 -2.090
H 1.832 -2.294 1.202
H 3.979 -0.710 2.717
H 4.184 -1.619 1.218
H 3.822 -2.460 2.714
H 1.466 -0.796 3.852
H 1.566 -2.540 3.679
H 0.221 -1.674 2.950
H 0.948 2.129 2.590
H 3.974 1.681 2.455
H 2.896 1.015 3.682
H 3.138 2.753 3.570
H 3.046 3.201 0.647
H 2.000 4.126 1.708
H 1.322 3.281 0.311
*
```

The LUMO energy (spin up / spin down) comes out at -5.9 / -6.3 eV. The value obtained for the electronic energy is -79506.574 eV. The expectation value of S² is 3.776. For the relative energy (zero: lowest compared OMol25 entry of this formula, charge and spin), the calculation gives 4.4 kJ/mol. The value obtained for the HOMO-LUMO gap (spin up / spin down) is 6.83 / 6.85 eV. For the HOMO energy (spin up / spin down), the calculation gives -12.718 / -13.132 eV.



(2)
2 unconnected molecules or ions with the total composition C27H48BF2N3O5S, computed with the ωB97M-V functional and the def2-TZVPD basis.

```
! wB97M-V def2-TZVPD RIJCOSX def2/J DEFGRID3
* xyz 0 1
C -3.888 -6.468 8.256
C -4.030 -6.459 6.643
C -2.721 -5.875 5.901
C -3.042 -4.592 4.970
C -1.784 -4.350 3.972
C -1.449 -2.784 3.732
C -2.093 -2.217 2.353
C -1.653 -0.670 2.141
C -0.907 -0.416 0.747
N -0.670 1.025 0.418
C -1.542 2.161 0.845
C -2.930 2.265 0.079
C -3.027 3.311 -1.099
C -4.375 3.493 -1.856
C -5.686 2.705 -1.525
C -7.064 2.976 -2.318
C -5.579 1.650 -0.372
C -4.221 1.465 0.398
C 0.398 1.309 -0.305
N 0.884 2.623 -0.813
C 1.685 2.364 -2.084
C 1.770 0.762 -2.226
C 3.071 0.104 -2.951
C 4.263 1.147 -3.209
C 4.031 2.149 -4.447
C 5.313 2.364 -5.391
C 6.702 2.559 -4.610
O 7.436 1.341 -4.352
C 7.848 0.681 -5.573
S 0.418 0.286 -3.461
O 0.763 0.766 -4.862
O -0.917 0.871 -3.112
F 0.408 -1.416 -3.472
N 1.462 0.378 -0.828
B 2.513 0.585 0.218
O 2.057 0.583 1.612
O 3.918 0.784 -0.004
C 4.375 2.093 0.425
H -4.648 -7.213 8.711
H -2.840 -6.831 8.567
H -4.062 -5.423 8.713
H -4.200 -7.544 6.301
H -4.993 -5.883 6.410
H -1.914 -5.657 6.689
H -2.294 -6.724 5.245
H -3.993 -4.851 4.365
H -3.230 -3.674 5.623
H -2.020 -4.791 2.941
H -0.876 -4.833 4.484
H -0.316 -2.611 3.764
H -1.914 -2.208 4.607
H -1.785 -2.905 1.495
H -3.226 -2.260 2.477
H -0.903 -0.419 2.981
H -2.573 -0.021 2.325
H -1.530 -0.888 -0.106
H 0.064 -1.042 0.780
H -1.786 2.068 1.973
H -1.037 3.197 0.744
H -2.078 3.905 -1.340
H -4.430 4.271 -2.688
H -7.797 3.372 -1.512
H -7.501 2.041 -2.802
H -6.937 3.856 -3.057
H -6.527 1.059 -0.096
H -4.243 0.701 1.245
H 0.001 2.993 -1.238
H 2.647 2.955 -1.921
H 1.217 2.713 -3.066
H 2.815 -0.448 -3.919
H 3.496 -0.702 -2.236
H 4.520 1.779 -2.290
H 5.210 0.513 -3.421
H 3.775 3.182 -4.000
H 3.150 1.796 -5.089
H 5.131 3.345 -5.979
H 5.320 1.532 -6.176
H 7.362 3.313 -5.192
H 6.456 3.065 -3.604
H 7.024 -0.095 -5.822
H 7.878 1.415 -6.458
H 8.821 0.077 -5.464
H 2.034 1.518 1.943
H 5.509 2.038 0.583
H 3.920 2.462 1.405
H 4.197 2.899 -0.384
F -2.636 5.407 -0.354
*
```

The LUMO energy comes out at -0.9 eV. The value obtained for the electronic energy is -60420.789 eV. The value obtained for the HOMO-LUMO gap is 5.53 eV. For the HOMO energy, the calculation gives -6.460 eV.



(3)
6 unconnected molecules or ions with the total composition C27H48Br2Cl2O13S5, computed with the ωB97M-V functional and the def2-TZVPD basis.

```
! wB97M-V def2-TZVPD RIJCOSX def2/J DEFGRID3
* xyz 0 1
C 0.695 4.945 0.570
C 1.186 6.311 0.180
Br 2.875 6.357 -0.641
C 0.512 7.422 0.423
Br 1.111 9.142 -0.006
O -0.696 7.282 1.087
C -1.697 8.202 0.991
O -1.644 9.306 1.435
O -2.852 7.732 0.487
C -3.028 6.588 -0.333
Cl -1.736 6.426 -1.542
C -3.392 5.330 0.502
C -2.917 5.327 1.951
Cl -2.928 3.822 -0.335
H 1.116 4.177 -0.071
H 0.943 4.728 1.613
H -0.392 4.882 0.480
H -3.899 6.840 -0.935
H -4.483 5.306 0.500
H -1.897 5.681 2.083
H -2.937 4.292 2.301
H -3.611 5.888 2.581
C 1.896 -0.912 0.170
C 2.469 0.194 -0.726
C 1.283 0.992 -1.280
S -0.033 0.844 -0.059
O -1.128 0.113 -0.649
O -0.268 2.120 0.568
C 0.855 -0.239 1.057
H 2.676 -1.397 0.754
H 1.418 -1.682 -0.442
H 3.112 0.848 -0.134
H 3.074 -0.216 -1.533
H 1.504 2.047 -1.422
H 0.902 0.569 -2.208
H 0.146 -0.926 1.512
H 1.316 0.387 1.821
C 0.956 -4.669 1.587
C 0.925 -5.928 0.716
C 2.164 -5.908 -0.185
S 3.411 -4.979 0.722
O 3.701 -3.779 -0.028
O 4.483 -5.844 1.159
C 2.377 -4.561 2.124
H 0.229 -4.714 2.397
H 0.726 -3.798 0.973
H 0.957 -6.812 1.358
H 0.018 -5.986 0.125
H 2.526 -6.915 -0.382
H 1.999 -5.380 -1.119
H 2.644 -3.567 2.477
H 2.580 -5.302 2.897
C -1.913 -2.966 -3.734
C -0.618 -2.858 -4.551
C 0.524 -3.377 -3.668
S -0.222 -4.573 -2.549
O -0.123 -4.047 -1.209
O 0.246 -5.899 -2.857
C -1.904 -4.361 -3.116
H -2.796 -2.815 -4.353
H -1.922 -2.210 -2.946
H -0.698 -3.473 -5.449
H -0.427 -1.835 -4.870
H 1.305 -3.879 -4.232
H 0.957 -2.590 -3.052
H -2.577 -4.476 -2.269
H -2.095 -5.136 -3.858
C 6.200 -9.293 -0.311
C 6.542 -10.501 -1.196
C 5.234 -10.978 -1.840
S 4.180 -9.520 -1.964
O 3.031 -9.704 -1.112
O 4.010 -9.155 -3.347
C 5.308 -8.394 -1.159
H 7.091 -8.763 0.021
H 5.656 -9.624 0.575
H 7.247 -10.197 -1.972
H 7.008 -11.302 -0.624
H 5.371 -11.382 -2.840
H 4.710 -11.700 -1.218
H 4.738 -7.673 -0.580
H 5.879 -7.886 -1.936
C -7.094 9.905 2.881
C -5.830 10.055 2.024
C -4.632 9.676 2.901
S -5.255 8.503 4.113
O -5.155 9.088 5.425
O -4.714 7.186 3.866
C -6.967 8.559 3.584
H -8.002 9.955 2.281
H -7.137 10.706 3.622
H -5.887 9.381 1.166
H -5.721 11.067 1.637
H -3.830 9.204 2.342
H -4.240 10.526 3.455
H -7.605 8.445 4.457
H -7.122 7.728 2.896
*
```

The LUMO energy comes out at 0.4 eV. The value obtained for the electronic energy is -274698.947 eV. The value obtained for the HOMO-LUMO gap is 9.30 eV. For the HOMO energy, the calculation gives -8.908 eV. Its SMILES is C/C(Br)=C(/Br)OC(=O)O[C@@H](Cl)[C@H](C)Cl.O=S1(=O)CCCC1.O=S1(=O)CCCC1.O=S1(=O)CCCC1.O=S1(=O)CCCC1.O=S1(=O)CCCC1.



Q: electronic energy of number 3 (C27H48Br2Cl2O13S5)?
A: -274698.947 eV



Q: Among the records above, which one has the highest electronic energy?
A: C27H48BF2N3O5S